{"formula": "C34H42IMnN6OP", "method": "wB97M-V/def2-TZVPD", "spin_multiplicity": 2, "gap_ev": [8.5, 8.5], "lumo_ev": [-4.77, -4.78], "e_homo_ev": [-13.241, -13.257], "total_charge": 2, "s_squared": 1.032, "energy_ha": -3514.1643, "fmax_ev_per_a": 0.4, "symbols": ["Mn", "I", "C", "C", "C", "C", "C", "C", "C", "C", "C", "P", "C", "C", "C", "C", "C", "C", "C", "C", "C", "C", "C", "C", "C", "H", "H", "H", "H", "H", "H", "H", "H", "H", "H", "H", "H", "H", "H", "H", "H", "C", "N", "C", "C", "N", "C", "C", "N", "C", "C", "N", "C", "N", "C", "C", "C", "N", "C", "H", "H", "H", "H", "H", "H", "H", "H", "H", "H", "H", "H", "H", "H", "H", "H", "H", "H", "H", "H", "H", "H", "H", "H", "O", "H", "H"], "positions_angstrom": [[-0.35296, -0.00186, 0.28087], [-2.64153, 0.47930, 1.77705], [-2.43399, -1.11795, 3.13953], [-2.62605, -0.71158, 4.43243], [-2.65420, -1.64657, 5.48085], [-2.54515, -2.96881, 5.18140], [-2.36181, -3.40889, 3.84827], [-2.34885, -4.80299, 3.60232], [-2.22436, -5.28572, 2.33864], [-2.00984, -4.38319, 1.28385], [-1.96877, -3.01864, 1.46083], [-1.46248, -2.07610, -0.04159], [-0.43000, -3.28976, -0.92605], [-0.81316, -3.95845, -2.08454], [0.04114, -4.88629, -2.67062], [1.26862, -5.16902, -2.09380], [1.64378, -4.52853, -0.91791], [0.80237, -3.59310, -0.34191], [-3.00886, -1.92370, -0.99139], [-4.24338, -2.06235, -0.35996], [-5.42246, -1.91824, -1.07736], [-5.38150, -1.65655, -2.43851], [-4.15600, -1.52514, -3.07819], [-2.97798, -1.64141, -2.35710], [-2.23493, -2.48077, 2.76804], [-2.78279, 0.33514, 4.65608], [-2.80088, -1.30895, 6.49713], [-2.61523, -3.71780, 5.95977], [-2.46418, -5.47251, 4.44525], [-2.25197, -6.34791, 2.13953], [-1.83988, -4.79746, 0.29996], [-1.78402, -3.78372, -2.52638], [-0.26718, -5.40172, -3.57057], [1.92547, -5.89922, -2.54723], [2.58981, -4.76611, -0.44864], [1.09810, -3.10258, 0.57749], [-4.29511, -2.30078, 0.69490], [-6.37314, -2.02926, -0.57339], [-6.30021, -1.57012, -3.00316], [-4.12361, -1.35126, -4.14727], [-2.02746, -1.54348, -2.86569], [-0.01349, -0.60113, -4.39799], [-0.87890, 0.48114, -3.94655], [-2.08466, 0.77900, -4.72443], [-2.97543, 1.52308, -3.72951], [-2.28742, 1.32783, -2.45717], [-2.67748, 2.15202, -1.33788], [-1.06624, 0.78299, -2.63601], [-0.20358, 0.56824, -1.66154], [1.23056, 0.63999, -1.98281], [1.96453, -0.51073, -1.32682], [1.63388, -0.48519, 0.09926], [2.49637, -0.41018, 1.06537], [2.04468, -0.18954, 2.36843], [0.80547, -0.78830, 2.83079], [3.16878, -0.29422, 3.30124], [4.36836, -0.07804, 2.39669], [3.84921, -0.46258, 1.08434], [4.79130, -0.56525, -0.01855], [-0.55817, -1.20551, -5.12381], [0.26704, -1.24020, -3.55888], [0.88971, -0.23158, -4.88376], [-2.53840, -0.15817, -5.05521], [-1.85327, 1.37390, -5.60611], [-3.99212, 1.13105, -3.69179], [-3.02486, 2.59212, -3.95065], [-3.59720, 1.77527, -0.88624], [-2.84982, 3.17939, -1.66833], [-1.88325, 2.15162, -0.59515], [1.62658, 1.57863, -1.58069], [1.42867, 0.65409, -3.05324], [3.02373, -0.42150, -1.53639], [1.61697, -1.45722, -1.74912], [0.17281, -1.10754, 1.99360], [0.24449, -0.10305, 3.46426], [1.00035, -1.70424, 3.39986], [3.18808, -1.28867, 3.75995], [3.09292, 0.44992, 4.09133], [5.21402, -0.70672, 2.66780], [4.69875, 0.96470, 2.38941], [5.77808, -0.71478, 0.41324], [4.82787, 0.33999, -0.62798], [4.57457, -1.42765, -0.64441], [0.42486, 1.91288, 0.89004], [1.03800, 2.01078, 1.62892], [0.38260, 2.74734, 0.41207]]}